1.
C30H18F16GeN2NiO7S | ωB97M-V with the def2-TZVPD basis set

Summary:
- lowest unoccupied orbital energy (alpha / beta) (eV) = 0.07 / 0.05
- frontier orbital gap (alpha / beta) (eV) = 8.6 / 8.5
- total charge = 0
- multiplicity = 3
- relative energy (zero: lowest compared OMol25 entry of this formula, charge and spin) (kJ/mol) = 13.21
- largest force on an atom (Eh/bohr) = 0.00892
- E_HOMO (alpha / beta) (eV) = -8.56 / -8.49

Structure (XYZ):
```
76
Properties=species:S:1:pos:R:3:forces:R:3
H -2.046634 -1.170129 2.829843 -0.008 -0.051 0.009
H -3.679811 0.828185 -0.922639 -0.007 0.016 0.015
C 0.322332 1.161024 4.239660 -0.005 -0.024 0.104
O 0.624097 -2.890857 -1.291151 0.185 0.024 -0.041
F 1.162015 -1.039988 4.260111 -0.011 0.046 -0.059
C 1.579660 -3.369349 -0.350000 -0.166 -0.134 -0.016
C 5.951993 1.703961 1.521727 -0.017 0.037 0.000
O -0.944232 -1.939933 -3.154155 -0.048 0.023 -0.107
H -3.432415 -4.098694 1.222623 -0.016 0.052 -0.016
F 7.865013 0.338899 1.421664 -0.049 0.009 -0.020
H -1.059716 -4.077940 -1.360094 -0.008 -0.006 -0.015
C 1.696161 5.937159 -2.000164 -0.025 0.064 -0.026
C 2.961600 5.432930 -1.774323 0.027 0.001 -0.012
C 2.025264 3.393189 -0.847025 -0.069 0.095 0.026
H -2.889788 -2.267750 -2.525520 -0.039 0.023 -0.019
C 0.774812 3.931318 -1.103920 -0.114 0.102 -0.067
C -2.686106 1.175595 -1.216533 -0.002 0.067 -0.058
F 2.145054 -0.723187 1.801088 -0.018 -0.069 -0.173
H -2.678689 -2.075324 -4.294201 0.054 0.017 0.002
H -2.089833 1.394143 -0.334711 -0.015 -0.022 0.012
C -1.568603 -1.648873 0.812634 0.087 0.106 -0.438
C -2.562111 -0.242905 -3.176148 -0.057 0.140 0.007
Ge 2.092433 1.546808 -0.176434 0.057 -0.004 -0.201
C -6.366313 -2.331911 1.171155 0.072 -0.061 -0.009
C 4.650444 1.932746 1.117636 0.070 0.049 0.120
C 0.164211 2.362114 3.575504 -0.008 0.017 0.000
O -0.588382 -0.864235 0.804490 0.077 -0.017 0.028
F 6.572444 2.540131 2.354264 -0.014 -0.010 -0.008
C 0.587679 5.178579 -1.664762 0.067 0.024 -0.006
C 5.960164 -0.280021 0.188105 0.018 0.044 0.040
H -2.052020 0.293758 -3.982284 -0.021 -0.010 0.010
F 0.499847 3.710166 1.733117 0.039 -0.009 -0.084
F -0.155071 1.008688 5.473176 0.028 0.001 -0.085
C 1.479032 0.309624 2.342372 0.023 -0.077 0.125
C -2.353073 -1.728131 -3.309766 0.026 -0.125 -0.017
H 1.080902 -3.925477 0.448282 0.036 0.009 0.025
S 1.233021 0.442365 -1.814045 0.156 -0.148 -0.205
H 2.303317 -4.009507 -0.857612 0.001 -0.011 0.024
C 1.315800 1.480932 1.625217 -0.095 -0.025 0.163
F 1.542394 7.142337 -2.544269 0.003 -0.058 0.027
C 0.997944 0.124510 3.621976 -0.050 0.005 0.045
F -0.454822 3.375237 4.181594 0.006 -0.015 -0.028
Ni -0.402693 -1.060343 -1.249902 -0.127 0.060 0.161
F -5.866490 -4.544175 0.427649 0.044 0.001 -0.012
C -2.226793 -1.978036 2.125825 -0.069 -0.019 0.366
F -0.637383 5.657267 -1.889031 -0.011 -0.016 0.006
H -1.796431 -2.899203 2.524373 0.054 0.034 -0.005
C 0.665911 2.505582 2.291307 -0.090 0.035 0.093
H 0.411718 -4.796813 -2.074283 -0.013 0.028 0.000
O -4.059674 0.005504 2.604946 0.107 0.132 0.034
O -1.997646 -2.161983 -0.257020 -0.028 -0.117 0.186
F 4.089104 -0.922106 -0.996805 -0.117 0.072 0.001
H 0.404957 -3.242272 -3.924440 0.015 0.002 0.040
H -6.387816 -0.435325 1.948917 0.036 -0.023 0.005
F 4.363922 3.738651 -1.050654 -0.081 -0.014 -0.022
C -0.163540 -3.874504 -1.950616 0.130 -0.078 0.056
C 6.612440 0.585427 1.046207 0.048 -0.027 0.012
F 4.031539 6.155897 -2.108916 -0.014 -0.026 0.012
O -2.005761 0.152429 -1.932791 0.011 -0.013 0.140
C -0.490700 -3.291031 -3.305400 -0.076 0.092 -0.093
H 2.077403 -2.499146 0.054376 0.079 0.124 0.072
H -1.246391 -3.889391 -3.818706 0.003 0.015 0.006
C 4.653794 -0.014386 -0.191181 0.095 -0.103 -0.008
F 4.042760 3.026255 1.608801 -0.047 -0.023 -0.012
C -4.462473 -1.046061 2.165803 -0.152 -0.086 -0.082
C -5.410386 -3.420032 0.989246 -0.179 0.079 0.014
C 3.963875 1.101402 0.251186 0.114 -0.091 -0.074
N -5.785409 -1.234858 1.805355 0.015 0.024 -0.011
C -4.141142 -3.294468 1.366131 0.195 -0.135 0.101
F -0.335936 3.237491 -0.807377 0.054 -0.062 0.045
F 6.589970 -1.370082 -0.255888 -0.018 0.012 -0.002
N -3.656365 -2.155770 1.978766 -0.241 -0.052 -0.130
H -2.765956 2.078527 -1.824652 0.001 -0.006 0.006
C 3.104022 4.173905 -1.211559 0.159 0.096 -0.034
H -3.630371 -0.011677 -3.214132 0.017 -0.025 0.044
O -7.522075 -2.336861 0.827982 -0.084 0.018 0.012
```
Forces are in eV/Å.

Atomic partial charges in e from the Löwdin method, atoms 1 to 8: H 0.13; H 0.10; C -0.13; O -0.28; F 0.12; C -0.03; C -0.14; O -0.19

2.
C30H19Br2N3O6TeV | ωB97M-V with the def2-TZVPD basis set

Summary:
- lowest unoccupied orbital energy (alpha / beta) (eV) = 3.94 / 3.94
- frontier orbital gap (alpha / beta) (eV) = 3.8 / 6.2
- total charge = -2
- multiplicity = 4
- relative energy (zero: lowest compared OMol25 entry of this formula, charge and spin) (kJ/mol) = 48.73
- largest force on an atom (Eh/bohr) = 0.01931
- E_HOMO (alpha / beta) (eV) = 0.17 / -2.21

Structure (XYZ):
```
62
Properties=species:S:1:pos:R:3:forces:R:3
C 0.568877 0.500968 4.788348 0.000 0.002 0.124
C -4.569954 -4.236984 -0.503541 0.045 0.003 -0.009
C 1.373491 4.006249 -2.247038 -0.002 -0.049 -0.149
C -3.207640 -1.206248 -1.798063 -0.026 -0.027 0.003
C 1.445906 4.847310 -0.003973 0.002 -0.023 0.012
O 2.623154 -0.001998 0.595762 -0.236 0.001 0.010
C 1.205722 3.386924 1.978916 0.008 -0.006 0.008
C 1.745324 0.176287 2.753484 -0.085 -0.002 0.315
O -1.351147 0.765871 0.496080 0.366 -0.242 0.052
H -2.219244 -0.878106 -5.515854 0.016 -0.004 -0.017
C 1.239849 3.579040 0.492287 -0.031 0.056 0.178
C -6.771772 -5.203714 -0.393244 -0.017 -0.021 -0.009
Te -3.762351 -1.351326 0.230872 -0.075 0.093 0.071
C 0.995157 1.580682 -2.483787 -0.003 -0.162 -0.156
H 1.565810 5.657895 0.705187 -0.001 0.007 0.000
H 1.673863 6.100317 -1.759207 0.001 0.001 0.001
C 1.449577 4.056655 -3.652865 0.017 0.113 0.009
C 2.947288 -0.014512 1.826817 0.023 -0.072 0.221
C -2.248636 -2.054000 -2.339699 0.052 0.017 0.033
N 1.069147 2.489766 -0.314448 -0.002 0.004 -0.063
C -0.536840 0.636571 2.698508 0.035 -0.117 0.325
O 0.506440 0.573322 6.153756 0.003 0.001 -0.052
H -6.824632 -1.950593 0.540016 0.001 0.011 0.006
C 1.769817 0.239839 4.134836 -0.008 -0.034 -0.150
O 4.058512 -0.133503 2.331968 -0.018 -0.004 -0.030
C -5.063532 -3.009557 -0.065115 0.033 -0.006 -0.058
H -1.541950 0.940186 4.569896 -0.015 0.005 0.004
H -5.015285 -6.264333 -1.027909 -0.002 -0.003 0.001
C 1.121818 1.710723 -3.874282 0.024 0.246 0.106
H 1.387125 0.404988 6.504148 -0.001 0.001 -0.004
C -3.448413 -0.119130 -3.932642 -0.010 0.017 -0.008
H -8.327770 -3.887357 0.279167 -0.006 0.000 0.002
N 0.055889 -2.957316 0.078550 -0.028 -0.086 0.033
H 0.240294 3.008503 2.318223 0.000 -0.002 -0.010
O 0.758559 0.429662 -1.903153 -0.064 -0.400 0.457
C -7.271774 -3.991442 0.057658 -0.023 -0.013 -0.001
V 0.666516 0.307345 0.013122 -0.013 0.803 -0.584
O -2.770877 1.219603 2.190933 0.027 -0.029 -0.131
H -3.511008 -4.343783 -0.704988 0.010 0.005 -0.001
C -2.512513 -0.983896 -4.479366 0.025 0.014 -0.011
C -1.683407 0.901226 1.720969 0.026 0.076 0.375
H -7.432071 -6.053086 -0.523836 -0.003 0.002 0.003
C 1.509611 5.104845 -1.374900 0.003 -0.007 0.053
H -1.138184 -2.585113 -4.087363 0.004 0.006 -0.006
H 1.434132 3.029360 -5.535727 0.001 0.006 -0.002
H 1.977727 2.689006 2.307468 -0.005 -0.010 0.002
C 0.261718 -1.816590 0.061328 0.054 0.100 -0.081
Br 1.043662 0.168472 -4.971592 -0.025 -0.059 -0.010
C -6.423568 -2.901632 0.211408 -0.015 0.022 0.012
C 1.341981 2.944010 -4.462693 -0.007 -0.089 -0.007
Br 1.745240 5.743746 -4.516612 -0.003 -0.014 0.006
H 1.383622 4.339777 2.478367 -0.003 0.009 -0.009
H 2.707080 0.099095 4.659262 0.008 -0.003 0.007
C -0.608290 0.712496 4.077753 0.014 -0.013 -0.129
H -4.521107 0.447924 -2.162235 0.003 0.001 0.002
N 0.610780 0.358640 2.104240 -0.042 -0.033 -0.566
H -3.894869 0.657725 -4.541872 -0.003 -0.003 -0.007
C 1.147941 2.725425 -1.665810 0.000 -0.032 -0.187
C -3.796477 -0.230762 -2.594245 -0.071 0.007 0.006
H -1.721287 -2.751934 -1.704013 0.017 -0.034 0.028
C -1.911113 -1.944986 -3.681142 0.021 -0.002 -0.013
C -5.417633 -5.320886 -0.678007 0.002 -0.028 -0.008
```
Forces are in eV/Å.

Atomic partial charges in e from the natural (NBO) method, atoms 1 to 8: C 0.33; C -0.23; C -0.09; C -0.25; C -0.27; O -0.69; C -0.63; C 0.15

3.
C30H19Cl5CsN3OP | ωB97M-V with the def2-TZVPD basis set

Summary:
- lowest unoccupied orbital energy (eV) = 1.81
- frontier orbital gap (eV) = 6.0
- total charge = -1
- relative energy (zero: lowest compared OMol25 entry of this formula, charge and spin) (kJ/mol) = 176.81
- largest force on an atom (Eh/bohr) = 0.00881
- E_HOMO (eV) = -4.18

Structure (XYZ):
```
60
Properties=species:S:1:pos:R:3:forces:R:3
C -0.422372 0.297743 2.764968 0.027 0.006 -0.001
C -0.754960 -1.093520 0.830648 0.049 0.070 -0.097
C 0.041880 6.082128 1.715398 -0.025 0.057 -0.014
C 0.139551 6.595554 4.118428 0.032 -0.050 -0.034
C 1.055284 3.563848 2.151688 -0.031 0.118 0.112
C 5.185321 -0.596363 -1.202921 -0.015 -0.033 -0.016
H 0.622598 -1.544948 2.404511 -0.015 -0.002 0.023
C 6.901203 -1.958931 -0.196117 0.029 -0.011 0.001
H -0.018422 5.558155 -0.325252 0.003 -0.003 -0.006
Cl 3.373405 -2.952463 1.450161 -0.006 -0.003 0.004
C -0.814077 -2.332682 -2.395205 0.024 0.036 -0.035
C 4.593008 -2.196511 0.483749 -0.043 0.005 -0.048
H 0.082251 0.495292 3.701982 -0.004 0.006 0.000
C 0.245513 5.194979 0.667614 -0.039 -0.026 0.012
H 0.841575 -5.044979 -3.522871 0.017 0.001 -0.003
H 1.968360 -0.921325 -3.300134 0.036 -0.031 -0.017
C -4.144037 -0.665375 -0.947053 0.029 -0.006 0.029
H -4.810007 0.138087 -2.820854 0.019 0.001 0.005
Cl 8.561107 -2.428172 -0.059565 -0.003 0.008 -0.007
Cl 6.381413 -3.796754 1.717055 0.002 0.020 -0.022
C -6.840281 -1.214453 -0.475718 0.027 -0.005 0.002
C -1.323751 1.225581 2.255450 -0.010 -0.002 0.004
C -1.666260 -0.175147 0.317633 0.001 0.016 0.046
C 1.579297 -3.020695 -3.513608 0.036 -0.029 -0.005
H -0.360696 7.074275 1.537312 0.004 -0.001 0.012
C 0.354390 5.697122 3.020358 -0.010 0.003 -0.027
Cl 4.678263 0.639105 -2.313723 0.098 -0.030 -0.012
H -1.509950 2.150109 2.784522 0.001 0.000 0.001
H -3.803936 -1.497811 1.001045 -0.018 -0.010 0.009
C -0.582191 -3.676080 -2.717485 0.037 -0.048 -0.022
H -0.475114 -1.962961 0.248998 -0.042 -0.057 0.060
H -7.191054 -0.351864 -2.410367 -0.007 -0.006 0.006
P -2.385093 -0.321547 -1.357481 -0.011 -0.109 -0.111
C -5.110374 -0.339813 -1.895495 -0.040 0.008 -0.012
C -0.126551 -0.850170 2.046729 0.018 -0.051 -0.005
C 6.511757 -0.967736 -1.096224 0.000 0.043 -0.027
H -6.187087 -1.997497 1.412434 0.006 0.001 0.000
H -1.336153 -4.427631 -2.520761 -0.015 0.019 0.010
H 2.550719 -3.250640 -3.926354 0.001 0.007 -0.003
C 0.747433 3.883274 0.811749 0.029 -0.047 -0.016
C 4.142788 -1.192282 -0.428462 0.076 0.005 -0.057
H -7.886000 -1.423874 -0.289337 -0.001 0.002 0.001
H 1.135221 4.106123 4.237457 -0.014 0.039 0.009
C 1.253321 -1.725250 -3.166791 -0.058 -0.056 0.028
C 5.921201 -2.564432 0.591031 -0.019 -0.034 0.046
C -6.451580 -0.614777 -1.664620 0.027 0.008 -0.009
H 1.452543 2.579329 2.407559 0.031 -0.020 -0.105
H -2.593505 -2.686456 -1.460510 0.029 -0.027 -0.006
C 0.875644 4.420147 3.230949 0.038 -0.061 0.043
Cl 7.703507 -0.197685 -2.085144 0.013 0.000 -0.005
N -0.034224 7.315317 5.001437 -0.010 0.009 0.005
N -1.999879 -1.945565 -1.798802 -0.074 0.035 0.012
C 0.631671 -4.011688 -3.276649 -0.018 0.040 0.001
C -4.546234 -1.263578 0.246774 0.051 0.032 -0.024
Cs 1.221680 1.217325 -0.938064 -0.190 0.411 0.009
O 2.940083 -0.850183 -0.554477 0.037 -0.286 0.163
C -1.930648 0.995752 1.033301 0.008 -0.041 -0.059
H -2.586679 1.750808 0.612569 -0.023 -0.006 0.019
N 0.084583 -1.380706 -2.623190 -0.053 0.090 0.120
C -5.885452 -1.537508 0.479725 -0.041 -0.010 0.014
```
Forces are in eV/Å.

Atomic partial charges in e from the natural (NBO) method, atoms 1 to 8: C -0.21; C -0.18; C -0.19; C 0.32; C -0.31; C -0.17; H 0.23; C -0.17